# 1
ORCA calculation (ωB97M-V/def2-TZVPD) on 2 unconnected molecules or ions with the total composition CHCl2FS at a distorted geometry.

## Properties
E_tot (hartree): -1457.02339

XYZ file:
```
6
Properties=species:S:1:pos:R:3:forces:R:3
C 0.4130 0.2589 0.5003 -1.3 0.0 0.2
F -0.2693 -0.7810 -1.6394 -1.2 0.3 1.5
S -1.0990 -0.4188 0.9562 1.2 -0.6 0.1
H -1.2864 -0.5972 -0.5235 1.4 0.0 -1.2
Cl 1.9643 -0.1685 1.0078 -0.7 -0.2 0.0
Cl 0.2774 1.7067 -0.3013 0.6 0.5 -0.6
```
Positions in Å, forces in eV/Å.

=====

# 2
ORCA calculation (ωB97M-V/def2-TZVPD) on a molecular structure, C17H31F3O2P2W at a distorted geometry.

## Properties
E_tot (hartree): -1865.34502
Multiplicity: 3
Net charge: +2

XYZ file:
```
56
Properties=species:S:1:pos:R:3:forces:R:3
C 1.8125 -2.4734 0.9008 -0.7 -0.2 -0.1
W 1.2037 -0.6007 2.2482 0.8 0.0 5.8
O 0.7038 1.7348 4.7952 -0.6 -0.8 -0.8
H 0.9230 3.0636 2.7007 0.1 0.0 -0.3
H -1.0914 2.1821 -2.5082 0.3 -0.3 0.1
C -0.6413 1.4676 -3.2061 0.8 0.6 -0.7
H 2.1365 2.5048 1.5200 0.1 0.2 -0.1
H 0.1174 -2.4283 3.8795 -0.1 0.1 0.2
H -1.2212 -2.0827 -3.0175 0.4 -0.1 0.0
H -0.9047 -3.8850 -0.0689 -0.2 0.1 0.5
P 0.0966 1.2190 1.4926 -1.9 2.8 -1.7
H -0.6928 -0.8100 4.1519 -0.1 0.1 -0.1
C -0.5049 1.6020 5.1378 -0.9 -0.2 0.0
C 0.2426 0.6213 -0.2518 0.3 0.2 0.0
H 0.7707 0.7870 -5.4451 0.1 0.1 0.4
H 2.4946 -1.6678 1.4025 0.7 -1.1 -0.9
H -2.2940 0.9199 1.4565 -0.1 0.1 0.0
H -0.8433 -4.0658 1.7652 -0.2 0.1 -0.5
C 0.6978 1.4158 -3.3741 -1.1 0.4 -0.1
F -0.4122 3.1661 6.9946 -0.3 -1.6 -0.5
H -2.1173 -3.0323 1.0096 0.4 -0.3 -0.1
H -1.7463 2.0445 2.7149 0.0 -0.1 -0.3
F -0.0395 1.0118 7.4334 -0.7 1.0 -1.0
C -0.5449 -1.4448 -3.5951 0.7 -0.4 -0.3
H -2.6091 0.7420 -3.6103 0.3 0.1 -0.1
H -1.7745 2.5806 0.9726 0.1 -0.3 0.0
H 0.7159 3.4503 0.9328 0.2 -0.2 0.2
C 0.2382 -1.3412 3.9169 0.9 -0.2 -0.2
O -1.5015 1.2465 4.4583 1.5 0.1 0.6
C -1.6361 0.8070 -4.1261 -0.4 0.1 -0.1
C -0.7816 1.8851 6.6655 -0.2 0.6 1.7
C -1.2502 -0.6045 -4.6231 -0.5 0.0 -0.1
H -0.6917 -0.5465 -5.5642 0.0 -0.1 0.4
H -2.1949 -1.1184 -4.8655 0.4 0.1 0.0
H 1.0094 -1.0518 4.6529 -0.1 -0.1 0.3
C 1.0763 2.7161 1.6685 0.2 0.0 0.3
H -0.4831 1.2206 -0.8140 0.3 -0.1 0.0
H 1.9541 -3.4273 1.4149 0.3 0.2 0.2
H 2.1230 -2.5336 -0.1422 0.3 0.2 0.1
C -0.0851 -0.8711 -0.4766 -0.8 -0.4 -0.3
H -1.8173 1.4502 -5.0107 0.1 -0.2 0.4
H -1.1176 -0.9994 -0.8396 0.4 0.2 -0.2
C 1.3702 0.7353 -4.5293 0.6 0.0 -0.1
P 0.0146 -1.9849 0.9642 0.0 -0.2 -1.8
H 1.3729 1.9878 -2.7349 -0.3 0.0 0.1
H 2.0190 -1.2216 -5.1926 0.0 0.1 0.4
C 0.7910 -1.5356 -3.4569 -0.7 -0.4 -0.7
F -2.0837 1.7399 7.0541 1.7 0.1 -0.9
C 1.7916 -0.7207 -4.2312 0.3 -0.1 -0.2
H 0.5970 -1.3042 -1.2175 -0.5 0.2 -0.2
H 2.7416 -0.7027 -3.6714 -0.2 -0.1 -0.2
H 1.2277 0.8929 -0.6630 -0.3 -0.2 0.1
C -1.0794 -3.4044 0.9126 -0.1 0.1 0.3
H 2.2951 1.2946 -4.7441 -0.3 -0.2 0.0
H 1.2335 -2.3734 -2.9023 -0.3 0.3 0.2
C -1.6111 1.7428 1.6657 -0.3 -0.1 0.4
```
Positions in Å, forces in eV/Å.

=====

# 3
ORCA calculation (ωB97M-V/def2-TZVPD) on 2 unconnected molecules or ions with the total composition C2H3ClN2O at a distorted geometry.

## Properties
E_tot (hartree): -722.76395

XYZ file:
```
9
Properties=species:S:1:pos:R:3:forces:R:3
C 0.6236 -2.0242 -0.8344 -0.9 0.0 -3.3
Cl -1.1182 -1.9133 -3.9363 0.1 -0.1 0.8
C -0.0089 -0.0350 0.1607 -0.3 0.9 0.0
H -0.9966 0.0231 0.6214 0.2 -0.1 -0.1
H -0.0578 0.2994 -0.8757 0.0 -0.1 0.1
N 0.5894 -1.9025 -2.2229 0.5 0.8 0.7
N 0.9243 -3.0770 -1.5097 0.2 -0.7 0.9
O 0.4212 -1.4050 0.2402 0.2 -0.5 1.0
H 0.7005 0.5652 0.7313 -0.1 -0.2 -0.1
```
Positions in Å, forces in eV/Å.

=====

# 4
ORCA calculation (ωB97M-V/def2-TZVPD) on a molecular structure, C48H67BIN9O9P2S4Sn.

## Properties
E_tot (hartree): -5851.95912

XYZ file:
```
142
Properties=species:S:1:pos:R:3:forces:R:3
S 0.8475 1.8476 -2.2408 0.1 -0.1 -0.1
C 1.7733 4.5564 4.6404 0.0 0.0 0.0
H 7.4844 -1.1232 -0.4686 0.0 0.0 0.0
H 6.3522 -2.7766 -5.8567 0.0 0.0 0.0
H 3.6897 -3.3883 -2.0267 0.0 0.0 0.0
B -2.3418 -0.1495 -1.1761 0.1 -0.1 -0.1
H -6.1753 -3.5640 1.1473 0.0 0.0 0.0
C -2.5573 -3.2258 -3.4343 0.0 0.0 0.0
H 2.0822 5.0153 5.5797 0.0 0.0 0.0
C -3.4990 -3.8461 -2.6912 0.0 0.0 0.0
C 6.1136 0.5161 -0.2458 0.0 -0.1 -0.1
H -5.3092 3.0325 -4.2160 0.0 0.0 0.0
S -0.4479 -2.1812 -0.1463 0.1 0.1 -0.1
C 4.9231 -2.2051 -4.3653 0.0 0.0 0.0
C -4.8948 0.6108 3.9331 0.0 0.0 0.0
C -4.9623 -5.2930 -0.5524 0.0 0.0 0.0
C 5.4473 0.4099 -5.1425 0.0 0.0 0.0
C -4.1102 -3.1767 -1.5882 0.0 0.0 0.0
H -6.7127 2.0864 -3.7159 0.0 0.0 0.0
P 3.6247 -2.6940 1.4231 0.2 0.1 0.1
H -0.0042 4.6277 -2.6438 0.0 0.0 0.0
H 2.6469 4.4752 3.9899 0.0 0.0 0.0
C -5.6730 3.4036 -1.5225 0.0 0.0 0.0
H -0.0618 5.6885 4.6991 0.0 0.0 0.0
C 0.7079 5.4076 3.9738 0.0 0.0 0.0
H 2.3567 -3.2021 -3.1748 0.0 0.0 0.0
C -0.5244 -2.3876 2.9154 0.0 0.0 0.0
H -3.9694 -5.4533 -0.1273 0.0 0.0 0.0
N 5.8782 -2.1927 2.9012 0.0 -0.1 0.0
C -5.2345 -3.8010 -0.7755 0.0 0.0 0.0
C 3.3035 -1.3702 -2.6282 -0.2 -0.2 0.1
H -2.4674 1.4932 4.8526 0.0 0.0 0.0
H -5.5268 1.2917 4.5070 0.0 0.0 0.0
C -1.4259 -1.2510 0.8381 -0.1 0.0 0.1
N -3.0565 0.5153 1.0404 0.0 0.0 -0.1
H 4.6131 0.4121 5.3072 0.1 -0.1 0.0
H -3.7839 -4.8630 -2.9278 0.0 0.0 0.0
H 0.5204 -2.1088 2.7715 0.1 0.0 0.0
H 1.9276 2.4893 5.3026 0.1 0.0 0.0
C -3.0063 0.4398 2.3300 0.0 0.0 0.1
N -2.7505 -1.3790 -1.9560 0.0 0.0 0.0
H -5.5327 0.0394 3.2556 0.0 0.0 0.0
O 4.1475 -0.3858 5.0276 -0.1 0.1 0.0
C 4.2748 -1.1478 -3.7329 0.0 0.0 0.0
C 4.6278 2.5541 0.0369 0.1 0.2 0.2
H -4.4365 -3.2124 1.1589 0.0 0.0 0.0
H -0.0489 3.8500 -4.2024 0.0 0.0 0.0
H -1.3172 5.0355 -3.7850 0.0 0.0 0.0
H 8.9701 2.7369 -1.5948 0.0 0.0 0.0
H 4.3088 -2.8451 5.1334 0.0 0.0 0.0
H -2.1199 2.6626 3.5724 -0.1 0.0 0.0
C 3.9475 -3.1633 4.1548 0.0 0.0 0.0
H -0.2191 5.1889 2.0649 0.0 0.0 0.0
C -2.1895 -0.5267 2.9882 0.0 0.0 0.0
O 4.8711 -3.6540 0.9211 0.0 0.0 -0.2
O 5.2489 0.3005 2.8570 0.2 0.1 0.0
H -7.3708 -4.0909 -1.0227 0.0 0.0 0.0
H -5.2893 0.8195 -0.4935 0.0 0.0 0.0
C -1.4136 -1.3740 2.2797 0.1 0.0 0.0
C 7.3342 -0.0566 -0.5787 0.0 0.0 0.0
H 5.6559 1.4284 -5.4424 0.0 0.0 0.0
H -5.3205 3.4549 -0.4930 0.0 0.0 0.1
C 8.1692 2.1160 -1.2172 0.0 0.0 0.0
O 2.6539 -0.0311 2.9796 -0.2 0.1 0.0
N -3.7301 -1.9918 -1.2507 0.1 0.0 0.1
C 4.5406 0.1622 -4.1275 0.0 0.0 0.0
C -5.1561 2.1408 -2.2214 0.0 0.0 0.0
C -2.9218 2.1600 4.1178 0.0 0.0 0.0
H 0.3518 3.2292 5.5720 0.0 0.0 0.0
H -6.7642 3.3912 -1.5126 0.0 0.0 0.0
N -2.2783 -0.3238 0.3239 0.1 0.0 0.0
C 0.2722 3.3549 2.6227 0.0 0.2 -0.4
H -0.7385 -2.4703 3.9813 0.0 0.0 0.0
C -5.6228 2.1324 -3.6848 0.0 0.0 0.0
C 5.8388 -1.9545 -5.3755 0.0 0.0 0.0
H 1.1434 6.3253 3.5778 0.0 0.0 0.0
C -3.8434 1.4067 3.1480 0.0 0.0 0.0
C 8.3524 0.7499 -1.0602 0.0 0.0 0.0
H -5.3809 -0.0161 -2.0419 0.0 0.0 0.0
H -3.8216 2.9620 1.6383 0.0 0.0 0.0
I 10.1995 -0.1033 -1.5486 0.0 0.0 0.0
H 6.1052 -1.1935 2.6466 0.0 0.0 0.0
H -2.3730 -4.8413 -4.8195 0.0 0.0 0.0
C 2.8396 -2.7604 -2.3005 0.0 0.0 0.0
H 6.7865 3.7423 -0.9479 0.0 0.0 0.0
H 4.7213 -3.2257 -4.0679 0.0 0.0 0.0
C 6.0991 -0.6481 -5.7639 0.0 0.0 0.0
O 2.4334 -3.5367 1.6189 -0.1 0.0 0.0
H 5.3174 -0.1056 0.1357 0.0 0.0 0.0
C -1.8653 -3.9114 -4.5656 0.0 0.0 0.0
H 1.0782 1.6696 3.3786 -0.1 0.1 -0.1
C -5.3586 -3.1089 0.5831 0.0 0.0 0.0
N 0.1057 4.6733 2.8651 0.0 0.0 0.1
C -1.5011 3.1351 -2.8250 0.0 0.0 0.0
O 4.6253 3.7522 0.2485 -0.1 0.0 -0.1
H 6.1499 -2.8635 2.1770 0.0 0.0 0.0
H 6.8182 -0.4532 -6.5493 0.0 0.0 0.0
N -2.9724 1.1841 -1.7029 -0.1 0.1 0.1
C 6.9495 2.6758 -0.8676 0.0 0.0 0.1
C -6.5415 -3.6270 -1.5609 0.0 0.0 0.0
C 1.1957 3.1711 4.8751 0.1 0.0 0.1
N -1.6385 1.0614 -1.7559 -0.1 0.0 0.0
H 4.5134 -4.5263 0.7168 0.0 0.0 0.1
H -5.0951 3.1324 2.8644 0.0 0.0 0.0
H -0.8353 -4.1349 -4.2776 0.0 0.0 0.0
C -0.7975 1.9815 -2.2609 0.0 0.1 0.1
H 2.1357 -2.7184 -1.4729 0.0 0.0 0.0
C -2.8577 3.1866 -2.8137 0.0 0.0 0.0
H -5.2269 1.2651 -4.2158 0.0 0.0 0.0
H 4.3133 -4.1690 3.9333 0.0 0.0 0.0
O 3.5859 1.7904 0.1809 -0.2 -0.4 -0.1
Sn 2.0837 0.3656 0.2269 0.2 -0.3 0.3
H 4.0316 0.9721 -3.6218 0.0 0.0 0.0
C 4.3639 -2.1890 3.0650 0.1 0.0 -0.1
H -6.7657 0.9263 -1.4751 0.0 0.0 0.0
H -3.4967 2.9113 4.6633 0.0 0.0 0.0
H 6.3369 -2.4197 3.7810 0.0 0.0 0.0
H -2.1919 -0.5766 4.0699 0.0 0.0 0.0
C -2.1755 -1.8667 -3.0925 0.0 0.0 0.0
O 2.8664 -0.4131 -2.0159 0.2 0.3 0.1
H -5.5597 -2.0441 0.4704 0.0 0.0 0.0
C -4.5447 2.4182 2.2482 0.0 0.0 -0.1
H -6.7684 -2.5677 -1.6969 0.0 0.0 0.0
C -0.6831 4.2369 -3.4035 0.0 0.0 0.0
H -5.6988 -5.6968 0.1442 0.0 0.0 0.0
P 4.0404 -0.3923 3.3990 -0.5 0.2 0.0
H -4.4329 -0.0873 4.6337 0.0 0.0 0.0
H -0.6424 -3.3563 2.4289 0.0 0.0 0.0
S -0.1515 2.7284 1.1090 -0.1 -0.1 0.1
H -3.3624 4.0380 -3.2509 0.0 0.0 0.0
C -3.6457 2.1563 -2.2217 0.0 0.0 0.0
O 3.6563 -1.4721 0.5505 -0.1 0.1 -0.1
H -5.3549 4.3099 -2.0407 0.0 0.0 0.0
N 0.7645 2.6081 3.6094 0.2 -0.5 0.1
H -6.4755 -4.0916 -2.5474 0.0 0.0 0.0
C 5.9166 1.8829 -0.3808 0.0 0.0 0.0
H -1.8113 -3.2619 -5.4373 0.0 0.0 0.0
H -5.2514 1.9248 1.5798 0.0 0.0 0.0
S -1.0945 -0.9832 -3.9973 0.0 0.0 0.0
H 2.8611 -3.2200 4.1784 0.0 0.0 0.0
C -5.6758 0.8913 -1.5120 0.0 0.0 0.0
H -5.0389 -5.8691 -1.4756 0.0 0.0 0.0
```
Positions in Å, forces in eV/Å.

=====

Q: What is the E_tot in the first record?
A: -1457.02339 hartree